Entry 1:
# C33H42O5S

A 2-piece molecular cluster, C33H42O5S overall (wB97M-V/def2-TZVPD, the Open Molecules 2025 dataset).

The value obtained for the total energy is -55971.150 eV. The energy relative to the best compared isomer or geometry (same formula, charge and spin) comes out at 0.0 kcal/mol. For the molecular weight, the calculation gives 550.76 g/mol. The calculation puts the maximum force at 3.07 eV Å⁻¹.

Structure (XYZ):
```
81
Properties=species:S:1:pos:R:3:lowdin_charge:R:1
S 2.29 3.90 3.99 0.76
O 2.28 5.02 4.91 -0.33
O 1.99 4.07 2.58 -0.35
O 1.71 1.62 5.33 -0.19
O -0.77 2.65 6.10 0.04
O -0.40 4.39 4.67 -0.08
C 0.26 1.82 -0.34 -0.14
C 4.54 0.72 -0.34 -0.01
C -2.19 1.80 3.43 0.00
C 2.70 -0.61 -1.96 -0.21
C 3.32 1.34 -0.64 -0.20
C 2.34 0.63 -1.37 -0.14
C -0.63 -0.36 2.55 -0.17
C 3.95 3.25 4.19 -0.26
C 6.52 2.25 4.59 -0.09
C 4.90 4.04 4.84 -0.05
C -1.55 5.09 5.26 -0.21
C 4.27 1.97 3.74 -0.06
C 6.19 3.54 5.05 -0.08
C -2.21 0.59 4.14 -0.22
C -3.01 0.42 5.38 -0.03
C 1.77 1.71 6.82 -0.02
C 0.07 -1.55 1.98 -0.03
C 0.92 2.16 -2.79 -0.04
C 0.48 1.09 0.93 0.09
C 5.57 1.48 3.93 -0.08
C -0.49 0.93 1.93 -0.12
C 3.92 -1.20 -1.64 -0.01
C 1.16 2.61 4.65 -0.31
C -1.33 6.54 4.96 -0.07
C 1.78 -1.32 -2.91 -0.05
C -1.33 2.02 2.38 -0.15
C 3.13 2.75 -0.16 -0.03
C -1.44 -0.48 3.67 0.02
C 4.84 -0.56 -0.81 -0.27
C 0.95 1.19 -1.60 -0.30
C -1.20 3.38 1.78 -0.02
C -0.10 3.19 5.22 -0.52
C 6.13 -1.21 -0.43 -0.06
H 5.81 0.48 3.56 0.10
H 2.50 2.81 0.73 0.05
H -1.49 -1.44 4.19 0.13
H 5.26 1.26 0.27 0.12
H -2.46 4.69 4.80 0.11
H 0.30 0.34 -1.89 0.12
H -0.88 6.69 3.97 0.08
H 2.00 2.74 7.14 0.10
H -2.29 7.08 5.01 0.07
H -1.43 3.38 0.71 0.08
H 4.16 -2.18 -2.06 0.11
H 1.36 1.69 -3.68 0.08
H -0.11 2.45 -3.03 0.08
H -3.51 1.35 5.65 0.08
H 0.59 2.86 -0.23 0.12
H -0.66 6.98 5.71 0.08
H 1.15 -1.52 2.16 0.10
H 1.34 0.42 0.93 0.13
H 4.63 5.03 5.21 0.11
H -0.17 3.76 1.91 0.08
H 2.29 -2.21 -3.32 0.08
H -1.88 4.08 2.27 0.09
H 3.51 1.37 3.23 0.11
H 1.50 3.07 -2.58 0.07
H 4.10 3.16 0.15 0.09
H -0.82 1.86 -0.58 0.13
H 6.99 -0.64 -0.81 0.09
H 7.53 1.86 4.76 0.10
H -2.88 2.59 3.73 0.13
H -0.32 -2.47 2.45 0.08
H 0.80 1.39 7.21 0.07
H -0.10 -1.64 0.90 0.09
H -1.56 4.89 6.34 0.12
H -3.77 -0.37 5.25 0.09
H 6.92 4.15 5.57 0.10
H -2.37 0.12 6.22 0.10
H 6.25 -1.28 0.65 0.08
H 0.86 -1.68 -2.42 0.08
H 2.72 3.41 -0.93 0.08
H 2.58 1.02 7.09 0.08
H 1.48 -0.70 -3.77 0.08
H 6.18 -2.22 -0.85 0.07
```

---

Entry 2:
# C33H43FeGeN3O3

C33H43FeGeN3O3 as an isolated structure (wB97M-V/def2-TZVPD, the Open Molecules 2025 dataset).

The value obtained for the total energy is -136431.335 eV. The multiplicity is 2. Its charge is +1. The energy relative to the best compared isomer or geometry (same formula, charge and spin) comes out at 11.1 kcal/mol. For the molecular weight, the calculation gives 658.18 g/mol. The calculation puts the maximum force at 3.02 eV Å⁻¹.

Structure (XYZ):
```
84
Properties=species:S:1:pos:R:3:mulliken_spin:R:1
Ge -2.13 0.45 1.57 0.00
Fe 0.47 -0.19 0.10 1.12
O -2.43 1.56 0.15 0.01
O -0.21 0.87 1.64 0.03
O -1.28 -1.00 0.48 0.00
N 2.70 0.29 0.09 -0.02
N 1.17 -1.71 1.18 -0.03
N 0.67 1.28 -1.31 -0.02
C 1.50 1.38 3.24 0.00
C 1.07 3.42 -3.03 0.00
C -2.06 -2.17 0.10 0.00
C 5.16 -0.15 -1.13 0.00
C 1.33 -3.08 3.10 0.00
C 3.00 0.84 -1.09 0.01
C 3.63 -0.50 0.66 0.00
C 2.30 -3.85 2.47 0.00
C -4.82 1.71 0.72 0.00
C -4.03 1.75 -1.66 0.00
C 2.69 -3.53 1.18 0.01
C -0.72 2.50 3.36 0.00
C 4.87 -0.73 0.10 0.00
C 0.59 -1.38 -2.66 0.02
C -3.01 -2.51 1.24 0.00
C 1.11 -2.30 -3.57 0.00
C 2.46 -3.27 -1.83 0.00
C -0.37 1.96 -1.82 0.01
C -3.51 3.66 -0.11 0.00
C -2.85 -1.82 -1.16 0.00
C 0.99 -1.39 -1.34 -0.07
C 0.35 1.94 2.42 0.00
C 0.84 3.04 1.49 0.00
C 1.91 1.65 -1.67 0.00
C 0.78 -2.02 2.41 0.00
C 2.05 -3.23 -3.16 0.00
C -0.20 3.02 -2.69 0.00
C -3.69 2.15 -0.21 0.00
C 2.12 -2.43 0.54 -0.03
C 4.21 0.65 -1.73 0.00
C -1.18 -3.39 -0.16 0.00
C 1.91 -2.36 -0.93 -0.01
C 2.15 2.71 -2.51 0.00
H -2.46 -2.70 2.17 0.00
H 4.39 1.09 -2.70 0.00
H -0.49 -3.24 -0.98 0.00
H -3.51 -0.97 -0.97 0.00
H -4.39 4.19 -0.47 0.00
H 1.18 3.91 2.06 0.00
H 0.02 3.35 0.83 0.00
H -3.46 -2.67 -1.47 0.00
H 6.12 -0.32 -1.60 0.00
H 5.58 -1.38 0.60 0.00
H -3.73 -1.71 1.44 0.00
H 3.16 3.00 -2.74 0.00
H 2.01 2.17 3.79 0.00
H -0.29 3.30 3.96 0.00
H 3.16 -4.02 -1.51 0.00
H 3.54 -0.57 1.74 0.00
H 1.00 -3.30 4.11 0.00
H 1.24 4.26 -3.69 0.00
H -1.34 1.63 -1.49 0.00
H 1.15 0.63 3.95 0.00
H -3.33 3.95 0.92 0.00
H 0.78 -2.29 -4.60 0.00
H -5.76 2.18 0.41 0.00
H -4.03 2.61 -2.33 0.00
H 2.46 -3.95 -3.86 0.00
H -3.57 -3.41 0.99 0.00
H -0.13 -0.65 -3.02 0.00
H -4.62 2.01 1.75 0.00
H -5.02 1.28 -1.74 0.00
H -1.08 3.53 -3.08 0.00
H 0.01 -1.39 2.84 0.00
H -0.63 -3.68 0.74 0.00
H 2.23 0.91 2.58 0.00
H 1.67 2.69 0.88 0.00
H -1.10 1.73 4.03 0.00
H 2.74 -4.70 2.97 0.00
H -1.55 2.92 2.79 0.00
H -2.65 3.97 -0.71 0.00
H -4.96 0.63 0.69 0.00
H -3.31 1.02 -2.04 0.00
H -2.17 -1.56 -1.97 0.00
H -1.84 -4.22 -0.42 0.00
H 3.45 -4.11 0.68 0.00
```